(1)
DFT (ωB97M-V/def2-TZVPD) results for a cluster of 11 separate species, C26H47Cl20FO3 in total in a non-equilibrium geometry.

E_tot	-287035.100	eV
SMILES string	O=C(F)C[C@@H]1COC(=O)C1.ClCCCl.ClCCCl.ClCCCl.ClCCCl.ClCCCl.ClCCCl.ClCCCl.ClCCCl.ClCCCl.ClCCCl
HOMO-LUMO gap	10.7	eV
highest occupied orbital energy	-0.3785	Ha

```
! wB97M-V def2-TZVPD RIJCOSX def2/J DEFGRID3
* xyz 0 1
O -4.44434 -4.51529 5.07760
C -4.68697 -3.92406 4.13684
F -5.37744 -2.77588 4.20762
C -4.29953 -4.35118 2.73351
C -4.12933 -3.15165 1.78751
C -5.18369 -2.95822 0.65763
O -4.49264 -2.34871 -0.46388
C -3.24560 -2.00590 0.00482
O -2.67852 -1.01737 -0.17149
C -2.86773 -3.24021 0.84513
H -3.32835 -4.82874 2.81695
H -5.06210 -5.04841 2.37417
H -3.93441 -2.19642 2.28496
H -5.65013 -3.87179 0.28788
H -5.88392 -2.19592 1.03005
H -1.95928 -3.12530 1.44273
H -2.83059 -4.08085 0.12702
Cl -7.24387 -0.08584 -0.71755
C -6.22967 -0.57979 -2.09332
C -6.62867 0.10393 -3.37759
Cl -8.21775 -0.44719 -3.97127
H -6.29263 -1.66069 -2.17944
H -5.20524 -0.31807 -1.83746
H -5.90231 -0.12635 -4.15618
H -6.67091 1.18451 -3.25761
Cl 2.33767 1.53051 1.29000
C 1.21283 0.61750 0.24285
C 0.10810 -0.03918 1.02957
Cl 0.70803 -1.37390 2.04925
H 1.79372 -0.11170 -0.31741
H 0.78804 1.33115 -0.46190
H -0.62449 -0.47190 0.35250
H -0.40298 0.67381 1.67261
Cl -1.75638 -0.48564 3.77316
C -1.76874 0.02759 5.47890
C -0.50714 -0.38276 6.19657
Cl -0.40234 -2.14848 6.41038
H -2.65375 -0.39211 5.95271
H -1.86038 1.11324 5.48404
H -0.49032 0.06011 7.19177
H 0.38092 -0.05482 5.65991
Cl -2.71052 -6.33028 0.67521
C -1.27160 -7.38398 0.71644
C -0.02041 -6.60857 1.04583
Cl 0.44520 -5.50087 -0.26883
H -1.19209 -7.88434 -0.24602
H -1.45114 -8.13938 1.48071
H 0.81029 -7.29771 1.19257
H -0.14223 -6.02099 1.95390
Cl -7.99695 2.80785 1.75199
C -9.11536 1.73545 2.63045
C -8.38583 0.75998 3.52043
Cl -7.48143 -0.45546 2.58304
H -9.73441 1.22106 1.89820
H -9.75790 2.37437 3.23541
H -9.10181 0.21724 4.13681
H -7.68466 1.26841 4.17877
Cl 7.21027 4.82742 -0.04891
C 5.57150 4.28551 0.40081
C 5.03617 3.23230 -0.53548
Cl 4.68951 3.88811 -2.15903
H 4.92471 5.15991 0.42779
H 5.64069 3.87902 1.40912
H 4.09803 2.83891 -0.14651
H 5.73426 2.40532 -0.64781
Cl 8.45588 2.78602 -4.79846
C 7.92419 4.37055 -4.17486
C 7.63183 5.34582 -5.28524
Cl 9.11279 5.84673 -6.15145
H 8.69607 4.74552 -3.50614
H 7.02234 4.19525 -3.59067
H 7.18812 6.24884 -4.86529
H 6.94155 4.92696 -6.01509
Cl 7.53162 10.34392 -1.34721
C 7.95761 9.84144 -3.00225
C 6.84799 9.06179 -3.66255
Cl 6.61526 7.46009 -2.91411
H 8.87704 9.26201 -2.95282
H 8.15464 10.75048 -3.56919
H 7.09252 8.89056 -4.71137
H 5.90120 9.59523 -3.61580
Cl -6.43230 -6.90889 3.08614
C -6.99815 -6.91362 4.77923
C -6.49420 -8.11215 5.54211
Cl -7.23516 -9.63080 4.97565
H -8.08510 -6.87221 4.76995
H -6.62350 -6.00112 5.24120
H -6.74806 -8.00793 6.59613
H -5.41429 -8.21173 5.45796
Cl 11.80543 0.40563 -8.15879
C 11.25528 1.97607 -7.51648
C 10.94646 2.96483 -8.61186
Cl 12.41394 3.49706 -9.47373
H 12.02312 2.35221 -6.84419
H 10.35589 1.78245 -6.93407
H 10.48948 3.85542 -8.18128
H 10.25910 2.54628 -9.34387
*
```

(2)
DFT (ωB97M-V/def2-TZVPD) results for a structure of composition C25H59AsBN4O9.

E_tot	-112788.010	eV
HOMO-LUMO gap	7.0	eV
highest occupied orbital energy	-0.1789	Ha

```
! wB97M-V def2-TZVPD RIJCOSX def2/J DEFGRID3
* xyz -1 1
C -1.07636 -2.08098 -4.03281
C -1.67704 -2.39275 -2.68614
N -2.95313 -2.39427 -2.60955
C -0.76718 -2.71580 -1.54497
As -0.08874 -1.15830 -0.41202
C -1.01862 0.31754 -1.38826
C -0.60898 1.66799 -0.80721
C -1.58935 2.78312 -1.16068
C -1.11743 4.18886 -0.76897
O -0.16333 4.13834 0.28792
C -1.60662 -1.45181 0.89533
C -1.65108 -0.45830 2.04239
C -2.05183 -1.07409 3.38079
O -2.56906 0.59718 1.68071
O 1.48608 -0.84357 -1.48736
C 2.10419 -1.70493 -2.38538
C 2.97218 -2.83374 -1.80625
C 3.08160 -3.92455 -2.88200
C 4.40060 -2.38349 -1.41385
C 4.99022 -3.32572 -0.35172
C 4.53476 -0.90092 -1.00318
O 0.89676 -2.64288 0.57350
B 1.55827 -2.29424 1.67260
O 2.73560 -1.50307 1.65980
O 1.10405 -2.65892 2.95047
H -0.54732 -2.95816 -4.41745
H -1.87280 -1.80843 -4.72312
H -0.35247 -1.26934 -3.96630
H -3.23541 -2.62172 -1.65319
H 0.06983 -3.35450 -1.82824
H -1.35170 -3.27646 -0.81279
H 0.60913 -0.18518 0.55611
H -0.71251 0.28989 -2.43545
H -2.10157 0.19339 -1.31285
H -0.55637 1.61238 0.28108
H 0.38620 1.92335 -1.18391
H -1.80091 2.76406 -2.23498
H -2.52958 2.55497 -0.64963
H -1.98201 4.78504 -0.44398
H -0.67886 4.69867 -1.63459
H 0.39721 4.91878 0.22006
H -1.53163 -2.47361 1.26612
H -2.54551 -1.36960 0.33949
H -0.65806 0.00049 2.16987
H -3.14261 -1.11809 3.45826
H -1.64111 -2.07799 3.47970
H -1.66615 -0.48656 4.22021
H -2.92444 0.97279 2.48909
H 1.39210 -2.14962 -3.08918
H 2.77744 -1.09892 -3.01934
H 2.46395 -3.27228 -0.94426
H 2.20324 -4.57594 -2.88427
H 3.95114 -4.56751 -2.71602
H 3.17873 -3.48003 -3.87835
H 5.01569 -2.51775 -2.31197
H 4.83523 -2.94134 0.66119
H 6.07128 -3.43869 -0.46785
H 4.53801 -4.31925 -0.39432
H 5.00880 -0.30893 -1.78709
H 3.56251 -0.46279 -0.77183
H 5.16681 -0.79282 -0.11558
H 3.45347 -1.90132 1.16772
H 1.83884 -2.84283 3.53832
C -0.25706 7.83909 1.06513
O 0.49000 6.89666 0.89880
N -0.80146 8.15430 2.25883
C -1.69073 9.27754 2.43091
C -0.47756 7.30592 3.39417
H -0.56479 8.51314 0.24844
H -1.28850 9.99506 3.15021
H -2.67350 8.95339 2.78116
H -1.81732 9.78362 1.47472
H 0.59666 7.30526 3.58041
H -0.78067 6.27633 3.20251
H -0.99802 7.68375 4.27199
C 3.23653 3.40131 0.10576
O 4.04869 4.16176 -0.40267
N 3.39449 2.82961 1.31200
C 2.40415 1.93427 1.88300
C 4.60189 3.12083 2.05420
H 2.29351 3.11672 -0.38514
H 2.01804 2.33938 2.82241
H 2.82653 0.94376 2.05774
H 1.57342 1.82476 1.19175
H 4.69035 4.19074 2.25444
H 5.48813 2.81698 1.49359
H 4.56817 2.57663 2.99624
C -4.69393 -4.65300 -0.25130
O -5.08127 -3.76858 0.48291
N -5.47683 -5.67051 -0.68419
C -4.97407 -6.69742 -1.56482
C -6.85802 -5.70346 -0.24847
H -3.66398 -4.70897 -0.64125
H -5.52237 -6.71384 -2.51010
H -5.04765 -7.68702 -1.10585
H -3.92663 -6.49552 -1.78362
H -7.38489 -4.80058 -0.56035
H -6.92202 -5.76275 0.83906
H -7.34344 -6.57395 -0.68646
*
```

(3)
DFT (ωB97M-V/def2-TZVPD) results for a cluster of 2 separate species, C7H15F2N2O3P in total in a non-equilibrium geometry.

energy above the lowest of the compared OMol25 structures with the same formula, charge and spin	25.7	kcal per mole
E_tot	-31345.307	eV
SMILES string	COP(=C(F)F)(N(C)C)N(C)C.O=C=O
HOMO-LUMO gap	8.2	eV
highest occupied orbital energy	-0.2782	Ha

```
! wB97M-V def2-TZVPD RIJCOSX def2/J DEFGRID3
* xyz 0 1
C -4.10762 0.52406 -0.34559
C 1.70801 1.65398 -0.61969
C -0.37380 2.23915 0.49996
C 1.44319 -0.59597 2.10728
C 1.61617 -2.44895 0.52932
C -0.52797 -0.72498 -2.52874
C -1.67390 -0.42088 0.16447
N 0.34948 1.26550 -0.30409
N 1.54134 -0.99546 0.65663
O -3.78162 1.62815 -0.37239
O -4.50653 -0.54905 -0.41017
O 0.43021 -0.82054 -1.50314
F -2.18696 -0.13999 1.39812
F -1.91471 -1.78340 -0.05967
P 0.10971 -0.33998 -0.00913
H 1.62292 2.08065 -1.62176
H 2.05408 2.47058 0.13078
H 2.49395 0.75749 -0.44220
H 0.07590 2.63996 1.45467
H -0.44784 3.04245 -0.10151
H -1.27952 1.94449 0.85216
H 1.24274 -1.42405 2.64390
H 2.39632 -0.14514 2.57945
H 0.61672 0.17327 2.36490
H 1.61331 -2.58301 -0.46346
H 2.64565 -2.70703 0.83423
H 0.86088 -2.91159 1.02185
H -1.14197 0.19239 -2.49008
H -1.01685 -1.60614 -2.51800
H 0.13874 -0.41596 -3.44810
*
```

(4)
DFT (ωB97M-V/def2-TZVPD) results for a structure of composition C25H49N6O4PSSe2Sn.

energy above the lowest of the compared OMol25 structures with the same formula, charge and spin	0.0	kcal per mole
E_tot	-200490.719	eV
HOMO-LUMO gap	7.3	eV
highest occupied orbital energy	-0.4489	Ha

```
! wB97M-V def2-TZVPD RIJCOSX def2/J DEFGRID3
* xyz 2 1
Sn 0.28694 -0.17602 -0.00580
C 3.02473 -1.19063 3.29902
Se 1.11116 -1.37776 3.00580
C 1.04742 -3.32722 2.88741
C 1.56149 -3.91266 1.58858
Se 0.40987 -3.52877 0.05010
C 1.76419 -3.92438 -1.28873
H 3.32109 -1.81050 4.14106
H 3.19791 -0.14455 3.54023
H 3.58923 -1.45419 2.40860
H 0.01388 -3.60805 3.08196
H 1.65007 -3.69324 3.71719
H 1.61858 -4.99811 1.65880
H 2.55056 -3.52836 1.34186
H 2.56723 -3.19466 -1.22826
H 1.29564 -3.87063 -2.26720
H 2.13772 -4.93023 -1.11810
C 2.10105 8.32519 0.61776
C 1.71515 6.87329 0.55627
C 0.45389 6.45182 0.94907
C 0.08646 5.11190 0.92471
C -1.29424 4.74857 1.42945
C 1.03181 4.17219 0.49768
C 2.32799 4.56349 0.11237
C 3.36942 3.57074 -0.34441
C 2.63272 5.91267 0.13433
C 0.70706 2.72877 0.46373
O 1.35514 1.85430 1.00544
O -0.32642 2.30401 -0.24019
H 1.22500 8.97175 0.61646
H 2.74014 8.60042 -0.22079
H 2.66091 8.52582 1.53399
H -0.26749 7.18518 1.29640
H -2.06628 5.14747 0.76694
H -1.45905 5.20314 2.40657
H -1.45322 3.67636 1.53629
H 2.96587 2.84293 -1.05150
H 3.76601 3.00653 0.50041
H 4.19707 4.09153 -0.82280
H 3.62123 6.22835 -0.18100
N -2.19300 3.50369 -1.45804
C -3.12570 2.37160 -1.33784
P -2.44336 0.96044 -2.26625
O -1.69001 1.47950 -3.43753
O -1.77201 -0.08165 -1.34530
C -3.92101 -0.02811 -2.81292
N -3.45802 -1.46407 -2.83280
H -0.87256 2.97057 -0.76864
H -2.62190 4.36526 -1.14417
H -1.91952 3.62175 -2.43059
H -4.11832 2.58804 -1.74703
H -3.23542 2.08296 -0.28971
H -4.26039 0.26926 -3.80185
H -4.74478 0.05994 -2.10702
H -4.19068 -2.13428 -2.61434
H -2.68293 -1.48422 -2.13164
H -3.05907 -1.71208 -3.73729
C -4.62132 -0.26771 3.51462
N -3.33505 0.15804 2.97059
C -2.50060 1.10177 3.52046
C -1.39941 1.14208 2.72262
N -1.54806 0.24176 1.69016
C -2.72208 -0.32706 1.87394
H -5.25686 0.59705 3.68724
H -4.47891 -0.79933 4.45247
H -5.10894 -0.92958 2.80411
H -2.75545 1.64184 4.41776
H -0.50437 1.73116 2.84061
H -3.15283 -1.09545 1.25029
C 3.59390 -0.37560 -6.60192
C 3.76010 0.90429 -5.79502
N 3.32347 0.75703 -4.39832
C 2.10347 0.70661 -3.85198
S 2.05338 0.16199 -2.20057
N 0.97514 1.04301 -4.46103
C 0.74224 1.65205 -5.77468
C 0.99213 3.15513 -5.77939
H 3.91887 -0.21644 -7.63102
H 2.55104 -0.69903 -6.61669
H 4.19346 -1.18237 -6.17827
H 3.24138 1.73321 -6.26072
H 4.80897 1.18914 -5.74749
H 4.02239 0.38177 -3.77631
H 0.16354 1.08703 -3.85292
H -0.30331 1.45059 -6.00004
H 1.32702 1.14417 -6.53384
H 0.28514 3.65691 -5.11711
H 0.86413 3.55843 -6.78515
H 2.00229 3.39229 -5.44040
*
```

(5)
DFT (ωB97M-V/def2-TZVPD) results for a structure of composition C14H21Cl8NO2 in a non-equilibrium geometry.

energy above the lowest of the compared OMol25 structures with the same formula, charge and spin	246.9	kcal per mole
E_tot	-120610.627	eV
HOMO-LUMO gap	6.9	eV
highest occupied orbital energy	-0.2891	Ha

```
! wB97M-V def2-TZVPD RIJCOSX def2/J DEFGRID3
* xyz 0 1
Cl -3.85469 -2.32204 1.22076
C -4.66699 -0.72867 1.09758
C -3.56207 0.22057 1.47858
Cl -3.94685 1.81007 1.93223
H -5.42182 -0.79321 1.88127
H -5.16846 -0.76851 0.13061
H -2.75715 0.35457 0.75591
H -3.19491 -0.13260 2.44220
Cl 1.91120 -1.54636 0.82315
C 3.50929 -1.49389 0.03381
C 3.67427 -0.15982 -0.70290
Cl 2.90826 -0.30475 -2.30664
H 3.51096 -2.30476 -0.69461
H 4.34277 -1.80292 0.66461
H 4.69768 0.19914 -0.81198
H 3.06024 0.65987 -0.32986
Cl -1.38345 -2.66998 2.15084
C -1.71002 -4.35646 1.68381
C -2.49329 -4.49420 0.36118
Cl -2.60408 -6.16050 -0.18441
H -2.24411 -4.87350 2.48100
H -0.74322 -4.85198 1.59518
H -2.10328 -3.84983 -0.42672
H -3.49011 -4.08025 0.51309
Cl 0.63194 0.31733 2.47824
C -0.64699 -0.40903 1.46676
C -0.16472 -0.46540 -0.01347
Cl -1.28648 -1.27233 -1.05432
H -1.63468 0.03739 1.58202
H -0.76627 -1.42736 1.83672
H 0.81361 -0.94193 -0.07580
H 0.02542 0.53792 -0.39465
C 2.96096 4.92776 -1.53759
C 2.25700 4.54653 -0.40066
C 1.49299 3.42525 -0.36409
C 1.27688 2.66312 -1.55181
C 1.97161 3.08053 -2.65811
C 2.73796 4.23084 -2.69343
N 0.25940 1.63129 -1.56378
O 0.16981 0.96366 -2.59139
O -0.47646 1.58789 -0.58770
H 3.69199 5.72086 -1.48286
H 2.37730 5.14604 0.48957
H 0.91631 3.03664 0.46225
H 1.81377 2.55099 -3.58606
H 3.30850 4.56203 -3.54854
*
```

(6)
DFT (ωB97M-V/def2-TZVPD) results for a structure of composition C18H34Cl2N2O2ScSi3.

E_tot	-95681.360	eV
HOMO-LUMO gap	6.8	eV
highest occupied orbital energy	-0.1493	Ha

```
! wB97M-V def2-TZVPD RIJCOSX def2/J DEFGRID3
* xyz -1 1
Sc -0.05115 0.25895 0.31043
C 4.58880 -1.37350 0.27376
Si 3.01306 -0.62904 0.98496
C 3.02490 -0.99721 2.83223
C 3.14869 1.23092 0.78269
N 1.52581 -1.09759 0.26862
C 1.12069 -2.32523 -0.27367
C 1.98178 -3.37564 -0.58042
C 1.52911 -4.56821 -1.14434
C 0.18622 -4.72732 -1.42286
C -0.69765 -3.69145 -1.12771
C -0.27153 -2.49520 -0.55496
N -1.12423 -1.43774 -0.23890
Si -2.82552 -1.38241 -0.39572
C -3.34678 0.31220 0.26397
C -3.70775 -2.69150 0.62656
C -3.43137 -1.51687 -2.17200
H 5.43332 -0.78946 0.65498
H 4.61579 -1.33154 -0.81670
H 4.74323 -2.40833 0.58248
H 3.99411 -0.76111 3.28157
H 2.80418 -2.05038 3.02210
H 2.26436 -0.40326 3.34576
H 3.99931 1.61409 1.35431
H 2.27315 1.78509 1.13590
H 3.29630 1.49761 -0.26673
H 3.03892 -3.26493 -0.38669
H 2.23900 -5.35674 -1.36463
H -0.18377 -5.64476 -1.86497
H -1.75074 -3.82054 -1.35009
H -3.95169 0.21392 1.16868
H -3.92513 0.87564 -0.47095
H -2.51703 0.97278 0.54403
H -3.43713 -2.59290 1.68055
H -3.45603 -3.70504 0.30996
H -4.79277 -2.57231 0.54434
H -2.90324 -0.79992 -2.80521
H -4.50142 -1.29396 -2.22720
H -3.27449 -2.51146 -2.59316
Cl -0.81160 -0.94437 2.95310
C -0.84063 0.55181 3.90527
Cl -2.40316 0.72276 4.72991
C -0.52953 1.82243 3.06171
O -0.18786 1.61885 1.84191
O -0.52750 2.87480 3.65937
H -0.08233 0.45775 4.67662
C -1.90025 3.69559 -0.97590
Si -0.17638 3.26994 -1.60746
C -0.02966 4.03186 -3.33432
C 1.07093 4.16851 -0.52244
C 0.08280 1.45544 -1.58035
H -2.10534 4.76618 -1.06279
H -2.00981 3.42168 0.07675
H -2.66756 3.16037 -1.54262
H -0.19397 5.11348 -3.32031
H -0.75681 3.58735 -4.01892
H 0.96540 3.84857 -3.74890
H 0.92701 5.25136 -0.58078
H 2.09570 3.95133 -0.83677
H 0.97154 3.87233 0.52427
H 1.08002 1.19357 -1.96302
H -0.64235 0.96274 -2.24529
*
```

(7)
DFT (ωB97M-V/def2-TZVPD) results for the ion HOS3 with charge -1 in a non-equilibrium geometry.

energy above the lowest of the compared OMol25 structures with the same formula, charge and spin	10.5	kcal per mole
E_tot	-34569.994	eV
SMILES string	O=[S@H](=S)[S-]
HOMO-LUMO gap	7.7	eV
highest occupied orbital energy	-0.1465	Ha

```
! wB97M-V def2-TZVPD RIJCOSX def2/J DEFGRID3
* xyz -1 1
O -0.39444 -2.24327 0.22019
S 2.13171 -1.06233 0.98357
S -0.86886 -0.20041 2.22258
S 0.18582 -1.03612 0.77966
H -0.02939 0.21778 -0.14791
*
```